[1]
Below is a 8-piece molecular cluster, C15H30Cl15N3O3 overall at a distorted geometry, with properties calculated with wB97M-V/def2-TZVPD.

Last column: Löwdin charge in e.
Cartesian coordinates (Å):
C 24.915 -18.354 -23.004  -1.47
Cl 25.272 -18.834 -21.322  0.49
Cl 23.121 -18.241 -23.117  0.47
Cl 25.559 -19.547 -24.188  0.49
H 25.295 -17.357 -23.223  0.02
C 16.014 -21.312 -20.829  -1.59
Cl 16.602 -19.782 -20.412  0.58
Cl 14.238 -21.562 -20.652  0.50
Cl 16.915 -22.524 -19.884  0.49
H 16.316 -21.485 -21.862  0.01
C 22.090 -12.429 -22.527  -1.42
Cl 23.721 -13.074 -22.925  0.48
Cl 20.877 -13.447 -23.368  0.48
Cl 21.774 -10.668 -23.022  0.45
H 21.944 -12.534 -21.452  0.02
C 24.680 -24.329 -17.381  -1.51
Cl 22.934 -24.551 -17.351  0.51
Cl 25.043 -22.598 -17.009  0.47
Cl 25.341 -24.740 -18.978  0.51
H 25.114 -24.970 -16.613  0.02
C 19.134 -21.674 -12.609  -1.44
Cl 19.169 -20.151 -11.618  0.47
Cl 20.767 -22.425 -12.771  0.48
Cl 18.501 -21.266 -14.252  0.47
H 18.537 -22.435 -12.107  0.01
C 16.908 -13.927 -17.209  -0.06
C 17.504 -13.430 -15.925  -0.46
C 17.390 -14.410 -14.765  -0.22
O 17.606 -13.835 -13.484  -0.20
C 17.583 -14.626 -12.302  -0.09
N 18.881 -12.997 -16.057  0.06
H 17.308 -14.934 -17.324  0.07
H 17.265 -13.380 -18.082  0.08
H 15.831 -14.087 -17.160  0.08
H 16.841 -12.649 -15.555  0.13
H 18.046 -15.278 -14.827  0.12
H 16.428 -14.921 -14.732  0.12
H 18.535 -15.154 -12.247  0.08
H 16.800 -15.377 -12.409  0.08
H 17.464 -14.039 -11.391  0.09
H 19.395 -12.911 -15.192  0.07
H 19.359 -13.688 -16.616  0.07
C 23.156 -12.839 -12.118  -0.36
O 22.487 -12.442 -13.050  0.02
N 24.495 -12.924 -12.125  -0.19
C 25.303 -12.435 -13.251  -0.04
C 25.326 -13.353 -11.002  -0.07
H 22.809 -13.272 -11.167  0.13
H 25.992 -11.672 -12.891  0.09
H 24.691 -11.964 -14.020  0.08
H 25.792 -13.299 -13.701  0.09
H 26.021 -12.581 -10.673  0.08
H 24.667 -13.323 -10.135  0.08
H 25.838 -14.312 -11.088  0.09
C 22.333 -16.440 -16.880  -0.38
O 22.158 -15.870 -17.969  -0.03
N 21.983 -17.661 -16.671  -0.19
C 21.904 -18.169 -15.302  -0.04
C 21.411 -18.459 -17.757  -0.01
H 22.784 -15.916 -16.023  0.14
H 20.856 -18.115 -15.007  0.09
H 22.456 -17.671 -14.506  0.09
H 22.338 -19.168 -15.264  0.09
H 21.570 -17.998 -18.731  0.09
H 21.792 -19.477 -17.671  0.08
H 20.349 -18.615 -17.566  0.09

Molar mass: 832.2 g mol⁻¹
SMILES string: COC[C@H](C)N.ClC(Cl)Cl.ClC(Cl)Cl.ClC(Cl)Cl.ClC(Cl)Cl.ClC(Cl)Cl.CN(C)C=O.CN(C)C=O
Orbital gap: 8.769 eV
Highest occupied orbital energy: -8.7 eV
Lowest unoccupied orbital energy: 0.004 Ha
E_tot: -214487.917 eV

[2]
Below is an isolated molecule of C7H20N2OSi2 at a distorted geometry, with properties calculated with wB97M-V/def2-TZVPD.

Last column: Löwdin charge in e.
Cartesian coordinates (Å):
O -0.763 -0.842 0.092  0.00
C 0.217 -0.118 0.040  -0.63
N 0.635 0.445 -1.169  0.02
N 0.988 0.153 1.154  0.01
C -0.666 2.129 -3.185  -0.17
C 1.028 -0.361 -3.845  -0.18
C -1.723 -0.771 -2.643  -0.15
C 0.266 -2.171 2.718  -0.16
C -1.341 0.446 2.955  -0.17
C 1.677 0.356 3.958  -0.16
Si -0.237 0.385 -2.717  0.48
Si 0.376 -0.274 2.751  0.50
H 1.429 1.066 -1.163  0.09
H 1.578 0.981 1.159  0.09
H -1.315 2.198 -4.054  0.03
H 0.197 2.754 -3.346  0.02
H -1.216 2.501 -2.320  0.03
H 1.577 -1.146 -3.338  0.03
H 0.534 -0.854 -4.692  0.03
H 1.740 0.405 -4.145  0.02
H -1.779 -1.493 -3.484  0.04
H -2.634 -0.182 -2.650  0.03
H -1.738 -1.306 -1.738  -0.01
H -0.500 -2.385 1.962  0.02
H 1.237 -2.610 2.479  0.03
H -0.087 -2.573 3.655  0.02
H -1.854 0.095 3.844  0.03
H -1.904 0.163 2.068  0.02
H -1.418 1.534 2.988  0.03
H 1.146 0.887 4.742  0.02
H 2.173 -0.506 4.373  0.02
H 2.375 1.092 3.555  0.03

Molar mass: 204.4 g mol⁻¹
ΔE to the lowest compared entry with this formula, charge and spin: 0.0 kJ/mol
SMILES string: C[Si](C)(C)NC(=O)N[Si](C)(C)C
Orbital gap: 10.097 eV
Highest occupied orbital energy: -9.5 eV
Lowest unoccupied orbital energy: 0.023 Ha
E_tot: -28370.538 eV

[3]
Below is a 12-piece molecular cluster, H24O12 overall at a distorted geometry, with properties calculated with wB97M-V/def2-TZVPD.

Last column: Löwdin charge in e.
Cartesian coordinates (Å):
O 5.508 -7.680 -9.137  -0.06
H 6.036 -8.301 -9.654  0.04
H 5.521 -8.036 -8.210  0.03
O 1.089 -8.964 -9.712  -0.07
H 0.190 -9.115 -9.437  0.06
H 1.491 -8.214 -9.177  0.05
O 1.112 -10.017 -6.161  -0.08
H 1.964 -10.442 -5.915  0.02
H 0.390 -10.602 -5.878  0.06
O 5.961 -11.114 -9.871  -0.07
H 5.083 -10.708 -10.126  0.03
H 6.614 -10.794 -10.478  0.04
O 2.096 -8.169 -12.150  -0.08
H 1.624 -8.417 -11.336  0.00
H 2.345 -7.214 -12.062  0.08
O 5.773 -10.959 -7.076  -0.07
H 6.474 -11.523 -6.718  0.07
H 6.028 -10.822 -8.018  0.02
O 3.050 -11.963 -6.106  -0.06
H 3.997 -11.935 -6.091  0.01
H 2.767 -11.918 -7.042  0.04
O 2.348 -7.383 -5.784  -0.04
H 1.671 -8.060 -5.736  0.01
H 2.384 -7.086 -4.871  0.06
O 4.065 -10.083 -12.124  -0.07
H 4.275 -10.240 -13.036  0.02
H 3.444 -9.313 -12.183  0.00
O 2.833 -7.064 -8.765  -0.07
H 3.744 -7.324 -9.055  0.02
H 2.890 -6.480 -8.003  0.04
O 3.464 -10.777 -8.905  -0.04
H 2.588 -10.538 -9.317  0.07
H 3.628 -9.910 -8.587  0.01
O 5.025 -8.369 -6.306  -0.06
H 4.111 -8.342 -6.026  0.00
H 5.240 -9.308 -6.185  0.01

Molar mass: 216.2 g mol⁻¹
ΔE to the lowest compared entry with this formula, charge and spin: 3.5 kJ/mol
SMILES string: O.O.O.O.O.O.O.O.O.O.O.O
Orbital gap: 11.242 eV
Highest occupied orbital energy: -10.9 eV
Lowest unoccupied orbital energy: 0.012 Ha
E_tot: -24961.658 eV